{
  "formula": "C30H80AsF6O30S10",
  "method": "ωB97M-V/def2-TZVPD",
  "mol_weight_g_mol": 1430.52,
  "e_tot_ev": -279330.1665,
  "gap_ha": 0.37670,
  "fmax_ha_per_bohr": 0.049,
  "charge": -1,
  "species": ["As", "F", "F", "F", "F", "F", "F", "O", "S", "O", "O", "C", "C", "C", "H", "H", "H", "H", "H", "H", "H", "H", "O", "S", "O", "O", "C", "C", "C", "H", "H", "H", "H", "H", "H", "H", "H", "O", "S", "O", "O", "C", "C", "C", "H", "H", "H", "H", "H", "H", "H", "H", "O", "S", "O", "O", "C", "C", "C", "H", "H", "H", "H", "H", "H", "H", "H", "O", "S", "O", "O", "C", "C", "C", "H", "H", "H", "H", "H", "H", "H", "H", "O", "S", "O", "O", "C", "C", "C", "H", "H", "H", "H", "H", "H", "H", "H", "O", "S", "O", "O", "C", "C", "C", "H", "H", "H", "H", "H", "H", "H", "H", "O", "S", "O", "O", "C", "C", "C", "H", "H", "H", "H", "H", "H", "H", "H", "O", "S", "O", "O", "C", "C", "C", "H", "H", "H", "H", "H", "H", "H", "H", "O", "S", "O", "O", "C", "C", "C", "H", "H", "H", "H", "H", "H", "H", "H"],
  "xyz": [[0.49523, 0.14620, -0.60243], [0.41260, 1.33685, -1.86940], [2.07086, -0.38586, -1.11748], [0.64531, -0.97700, 0.75285], [-1.08496, 0.57231, -0.00612], [-0.28175, -1.06420, -1.61238], [1.18449, 1.43222, 0.40339], [1.22651, -3.40319, -5.28906], [1.81821, -2.33232, -4.52607], [3.14358, -1.85933, -4.85451], [0.85368, -1.02669, -4.58551], [-0.55748, -1.18646, -4.51317], [-1.28867, -0.21622, -5.43226], [1.74493, -2.60254, -2.73398], [-0.80261, -0.97273, -3.46710], [-0.93669, -2.19651, -4.68597], [-0.98939, -0.39942, -6.46208], [-1.05887, 0.81094, -5.13869], [-2.36173, -0.25723, -5.25297], [2.04312, -3.62402, -2.49549], [0.71355, -2.48599, -2.40672], [2.42827, -1.91401, -2.24512], [3.82320, 4.05111, 4.19656], [3.47561, 3.35667, 5.40499], [2.53334, 3.90676, 6.33963], [2.90534, 1.87987, 5.00686], [3.61430, 1.13189, 3.99069], [2.64791, 0.14818, 3.38843], [4.98912, 2.87152, 6.31799], [4.40672, 0.58468, 4.50999], [4.01598, 1.81815, 3.24554], [3.08297, -0.29152, 2.49127], [1.70855, 0.65355, 3.15643], [2.34313, -0.64411, 4.07378], [4.66111, 2.06157, 6.96813], [5.34677, 3.68419, 6.94144], [5.69270, 2.49413, 5.58184], [-5.65819, 5.07889, 2.44890], [-6.18524, 3.75359, 2.56052], [-7.44959, 3.36509, 1.96562], [-5.02026, 2.77620, 2.10055], [-5.27009, 1.37845, 1.98027], [-4.08032, 0.75141, 1.25129], [-6.20871, 3.27304, 4.30857], [-6.23084, 1.21713, 1.49475], [-5.25453, 0.89663, 2.96412], [-4.18572, -0.32651, 1.16401], [-3.17030, 0.99514, 1.79764], [-4.07098, 1.26792, 0.28958], [-6.58585, 2.25374, 4.38792], [-6.84987, 3.92739, 4.89327], [-5.19370, 3.27526, 4.70411], [5.69479, 1.56515, -5.04094], [4.53739, 1.90775, -4.27948], [4.60376, 2.84444, -3.18533], [3.44557, 2.42401, -5.33547], [2.36110, 3.26013, -4.94883], [1.01914, 2.68718, -5.29610], [3.72678, 0.41805, -3.67134], [2.50758, 4.23986, -5.41388], [2.40796, 3.54054, -3.89141], [0.22751, 3.39510, -5.02510], [0.68723, 1.87189, -4.64642], [0.93777, 2.46017, -6.35789], [3.58314, -0.31753, -4.45992], [2.73308, 0.73029, -3.34874], [4.32731, 0.13074, -2.81265], [5.24068, -4.66290, 0.09815], [6.08129, -3.56617, -0.30734], [7.37740, -3.45116, 0.28829], [6.30120, -3.61728, -1.92419], [5.36236, -4.38180, -2.71927], [5.57649, -3.90580, -4.16501], [5.34120, -1.90486, -0.16230], [4.35000, -4.08747, -2.44299], [5.63158, -5.41801, -2.53337], [5.17872, -2.89632, -4.26113], [5.02591, -4.54021, -4.86056], [6.62250, -3.90142, -4.46446], [6.07931, -1.22447, -0.57064], [5.30292, -1.77377, 0.92220], [4.30029, -1.86183, -0.47243], [5.64713, -3.15870, 3.64261], [4.29034, -3.65032, 3.70509], [3.37732, -3.12193, 4.69109], [3.64058, -3.39586, 2.23888], [2.25236, -3.63091, 2.03802], [2.05194, -3.93307, 0.54182], [4.32961, -5.44243, 3.79274], [1.65751, -2.77842, 2.36244], [1.85306, -4.51210, 2.54856], [1.01750, -4.04792, 0.22392], [2.57841, -4.86239, 0.31478], [2.52440, -3.16954, -0.07753], [5.37134, -5.74562, 3.76410], [3.79345, -5.78365, 2.91124], [3.85605, -5.72115, 4.72917], [-5.62435, -1.35099, -3.45851], [-4.60231, -2.30814, -3.15947], [-4.92939, -3.66324, -2.72815], [-3.63828, -2.43371, -4.46350], [-4.10797, -3.19608, -5.58452], [-3.39890, -2.59074, -6.78052], [-3.25407, -1.77227, -2.13177], [-5.18230, -3.21637, -5.78982], [-3.86907, -4.24229, -5.38758], [-2.34321, -2.51120, -6.51759], [-3.69262, -1.55425, -6.94105], [-3.53811, -3.22409, -7.65391], [-2.55710, -2.59690, -2.02876], [-3.65877, -1.47271, -1.16554], [-2.73163, -0.91287, -2.54771], [-0.87880, 3.64423, 5.80974], [-1.99111, 2.73582, 5.82958], [-3.31954, 3.14781, 6.22771], [-2.05372, 2.04536, 4.38899], [-1.03964, 2.29256, 3.38435], [-1.45399, 3.31885, 2.33595], [-1.62028, 1.28916, 6.80952], [-0.82996, 1.31573, 2.94851], [-0.15132, 2.64148, 3.91015], [-1.43603, 4.31831, 2.78012], [-2.49539, 3.25597, 2.01747], [-0.74577, 3.31299, 1.51032], [-1.84478, 1.51052, 7.85122], [-0.59418, 0.97015, 6.65856], [-2.35238, 0.54669, 6.49638], [-1.03579, -1.22673, 4.45234], [-1.58415, -2.42430, 3.88750], [-0.88577, -3.67221, 4.04287], [-3.07212, -2.66573, 4.49629], [-4.00208, -1.58594, 4.33051], [-5.15470, -1.85122, 5.27712], [-2.00371, -2.21450, 2.12408], [-4.40251, -1.56421, 3.31632], [-3.53675, -0.64015, 4.61506], [-5.66024, -2.79287, 5.05921], [-5.93031, -1.08338, 5.17450], [-4.96446, -1.80805, 6.35012], [-2.80311, -2.94831, 2.02518], [-1.17070, -2.48169, 1.48063], [-2.31978, -1.19167, 1.94737], [0.09321, 4.19987, -2.30009], [-1.01048, 4.79504, -1.59743], [-0.90630, 5.49882, -0.35353], [-1.84115, 5.75203, -2.65861], [-1.78501, 5.38615, -4.03611], [-2.68226, 6.27757, -4.87916], [-2.30713, 3.55628, -1.40504], [-1.95154, 4.31890, -4.19492], [-0.76086, 5.60079, -4.35607], [-3.73575, 6.14616, -4.63578], [-2.51695, 6.13095, -5.94556], [-2.39692, 7.31571, -4.69922], [-1.99449, 2.74113, -0.75185], [-2.61620, 3.13447, -2.36019], [-3.19066, 4.00233, -0.94849]]
}